{
  "formula": "C18H25Cl2P2Pd",
  "method": "the ωB97M-V functional and the def2-TZVPD basis",
  "homo_lumo_gap_ev": 6.59,
  "e_lumo_ev": -11.7,
  "total_charge": 3,
  "e_above_lowest_kj_mol": 0.0,
  "e_tot_ha": -2430.8630,
  "symbols": ["Pd", "C", "P", "C", "C", "C", "C", "C", "C", "C", "P", "C", "C", "H", "H", "H", "H", "H", "H", "H", "H", "H", "H", "H", "H", "H", "H", "H", "H", "Cl", "C", "Cl", "H", "H", "C", "C", "C", "C", "C", "C", "C", "H", "H", "H", "H", "H", "H", "H"],
  "coordinates": [[-1.1399, 0.1673, 0.0385], [1.0205, 2.7244, -0.7412], [0.8607, 1.2119, 0.2304], [2.1839, 0.1422, -0.3856], [1.1628, 1.5443, 1.9707], [2.4148, 1.7197, 2.5415], [2.5026, 1.9941, 3.9024], [1.3554, 2.0972, 4.6788], [0.0976, 1.9274, 4.1104], [0.0076, 1.6460, 2.7545], [-1.5388, 1.4257, 1.8686], [-2.3039, 3.0046, 1.4613], [-2.7108, 0.5875, 2.9506], [1.9671, 3.2000, -0.4730], [0.2135, 3.4300, -0.5513], [1.0360, 2.4846, -1.8051], [3.1141, 0.7149, -0.3506], [2.0011, -0.1337, -1.4222], [2.2902, -0.7450, 0.2375], [3.3209, 1.6411, 1.9542], [3.4748, 2.1204, 4.3596], [1.4391, 2.3020, 5.7376], [-0.7825, 2.0064, 4.7357], [-2.3724, 3.5669, 2.3977], [-3.3101, 2.8487, 1.0709], [-1.7230, 3.5887, 0.7506], [-2.8458, 1.2396, 3.8189], [-2.3245, -0.3752, 3.2823], [-3.6795, 0.4651, 2.4715], [-2.9677, -3.4786, -0.9039], [-4.2051, -2.3105, -0.5828], [-3.5371, -0.6358, -0.1453], [-4.7820, -2.5849, 0.2924], [-4.8082, -2.1137, -1.4611], [-0.4723, -1.8755, -2.0008], [0.4894, -2.2848, -2.8645], [0.4408, -1.8710, -4.2495], [1.3158, -2.4003, -5.1502], [2.2541, -3.3496, -4.7061], [2.3414, -3.7770, -3.3670], [1.4769, -3.2565, -2.4523], [-0.5007, -2.2502, -0.9793], [-1.2736, -1.2228, -2.3443], [-0.3137, -1.1549, -4.5527], [1.2957, -2.1130, -6.1923], [2.9429, -3.7740, -5.4286], [3.0807, -4.5153, -3.0889], [1.4912, -3.5787, -1.4177]],
  "forces_ev_per_angstrom": [[-0.2332, 0.0625, 0.1205], [-0.0435, 0.0434, 0.0221], [0.2815, -0.0378, -0.0233], [-0.0356, -0.0028, 0.1323], [-0.1710, 0.0202, -0.0163], [0.0364, 0.0632, -0.0096], [-0.0237, -0.0056, -0.0012], [0.0268, -0.0055, -0.0196], [-0.0168, 0.0349, 0.0471], [0.0680, 0.0201, -0.2145], [-0.2319, -0.0266, 0.2818], [0.0752, 0.0367, 0.0437], [0.1107, -0.0179, 0.0180], [0.0077, -0.0076, -0.0130], [0.0048, -0.0320, 0.0414], [-0.0156, -0.0148, 0.0000], [0.0110, -0.0222, 0.0087], [-0.0146, 0.0011, -0.0338], [-0.0187, -0.0068, -0.0194], [0.0027, 0.0032, -0.0037], [-0.0008, 0.0020, 0.0041], [-0.0028, 0.0071, -0.0012], [-0.0072, 0.0035, -0.0074], [-0.0337, 0.0194, -0.0193], [0.0063, -0.0375, -0.0223], [0.0286, -0.0387, 0.0108], [0.0053, -0.0317, 0.0201], [-0.0040, 0.0048, -0.0097], [0.0171, 0.0114, -0.0466], [0.0033, -0.0713, 0.0022], [0.0194, 0.2469, 0.1176], [0.0158, 0.0439, -0.1197], [-0.0268, -0.0647, -0.0441], [-0.0204, -0.0754, 0.0023], [0.2540, -0.0569, -0.1940], [-0.2715, -0.1569, -0.0200], [0.0167, 0.0115, -0.0728], [-0.0457, 0.0547, 0.0547], [0.0836, -0.0077, -0.0651], [-0.0447, 0.0380, 0.0875], [0.0598, -0.0566, 0.0041], [0.0864, 0.0448, -0.0229], [0.0364, 0.0206, 0.0035], [0.0194, 0.0061, -0.0294], [-0.0253, -0.0004, 0.0019], [-0.0099, -0.0082, -0.0078], [-0.0149, -0.0076, 0.0178], [0.0353, -0.0066, -0.0055]],
  "lowdin_charge": [0.35, -0.19, 0.82, -0.21, -0.38, -0.04, 0.00, 0.00, -0.03, -0.38, 0.82, -0.18, -0.21, 0.08, 0.05, 0.07, 0.07, 0.04, 0.07, 0.12, 0.14, 0.14, 0.12, 0.09, 0.07, 0.05, 0.08, 0.08, 0.04, 0.66, -0.84, 0.54, 0.05, 0.05, 0.08, -0.26, 0.05, 0.01, 0.09, 0.01, 0.04, 0.05, 0.08, 0.14, 0.14, 0.15, 0.14, 0.14]
}